1.
C4H12O2 | ωB97M-V/def2-TZVPD

Summary:
2S+1: 1
Molar mass: 92.1 g mol⁻¹
Orbital gap: 9.8 eV
Lowest unoccupied orbital energy: 0.72 eV
Highest occupied orbital energy: -0.334 hartree

Geometry (Å):
C (-1.52, -0.18, -0.62)
C (-0.27, 0.24, -0.49)
C (0.60, 0.00, 0.67)
C (0.53, 0.52, -1.78)
H (-2.32, -0.25, -1.49)
H (-2.19, -0.77, 0.10)
H (0.70, -1.13, 0.86)
H (0.10, 0.38, 1.56)
H (1.54, 0.34, 0.45)
H (-0.03, 0.29, -2.57)
H (1.50, 0.04, -1.98)
H (0.81, 1.61, -1.61)
O (5.28, 2.36, 1.73)
H (5.39, 2.80, 0.95)
H (4.42, 2.69, 2.12)
O (-4.70, -2.90, 0.11)
H (-4.92, -2.06, 0.43)
H (-5.64, -3.03, -0.17)

Taken from the natural (NBO) analysis, the atomic charges in e are:
1 C -0.43
2 C 0.01
3 C -0.64
4 C -0.63
5 H 0.21
6 H 0.20
7 H 0.22
8 H 0.22
9 H 0.21
10 H 0.21
11 H 0.22
12 H 0.20
13 O -0.93
14 H 0.46
15 H 0.47
16 O -0.91
17 H 0.45
18 H 0.46

2.
C4H12O2 | ωB97M-V/def2-TZVPD

Summary:
2S+1: 1
Molar mass: 92.1 g mol⁻¹
Orbital gap: 10.8 eV
Lowest unoccupied orbital energy: 0.79 eV
Highest occupied orbital energy: -0.367 hartree

Geometry (Å):
C (-1.03, -1.32, -1.71)
C (-0.11, -0.36, -2.44)
O (-0.72, 0.69, -3.06)
H (-1.69, -0.67, -1.14)
H (-0.44, -1.90, -1.00)
H (-1.68, -1.93, -2.34)
H (0.48, -0.97, -3.13)
H (0.52, 0.16, -1.71)
H (-0.98, 1.23, -2.31)
C (0.78, 0.81, 2.96)
C (0.34, 0.78, 1.49)
O (0.32, -0.55, 1.15)
H (1.05, 1.82, 3.28)
H (1.61, 0.12, 3.08)
H (-0.03, 0.45, 3.59)
H (1.01, 1.36, 0.86)
H (-0.61, 1.26, 1.24)
H (1.18, -0.98, 1.20)

Taken from the natural (NBO) analysis, the atomic charges in e are:
1 C -0.63
2 C -0.05
3 O -0.70
4 H 0.19
5 H 0.22
6 H 0.21
7 H 0.17
8 H 0.15
9 H 0.46
10 C -0.63
11 C -0.06
12 O -0.72
13 H 0.21
14 H 0.20
15 H 0.21
16 H 0.14
17 H 0.18
18 H 0.47

3.
C4H12O2 | ωB97M-V/def2-TZVPD

Summary:
2S+1: 1
Molar mass: 92.1 g mol⁻¹
Orbital gap: 10.7 eV
Lowest unoccupied orbital energy: 0.68 eV
Highest occupied orbital energy: -0.367 hartree

Geometry (Å):
C (0.47, 1.36, 1.54)
C (1.15, 0.29, 0.67)
C (0.07, -0.77, 0.26)
C (0.74, -1.81, -0.63)
O (-0.13, -2.97, -0.78)
H (0.00, 0.94, 2.43)
H (1.23, 2.05, 1.92)
H (-0.32, 1.83, 0.96)
H (1.92, -0.26, 1.20)
H (1.56, 0.78, -0.21)
H (-0.70, -0.25, -0.30)
H (-0.19, -1.33, 1.15)
H (0.88, -1.35, -1.62)
H (1.69, -2.18, -0.25)
H (-0.40, -2.93, -1.71)
O (-2.35, 2.11, -1.29)
H (-2.43, 2.87, -1.91)
H (-3.18, 1.63, -1.43)

Taken from the natural (NBO) analysis, the atomic charges in e are:
1 C -0.61
2 C -0.39
3 C -0.42
4 C -0.06
5 O -0.73
6 H 0.20
7 H 0.20
8 H 0.22
9 H 0.19
10 H 0.19
11 H 0.21
12 H 0.21
13 H 0.16
14 H 0.17
15 H 0.46
16 O -0.94
17 H 0.47
18 H 0.47

4.
C4H12O2 | ωB97M-V/def2-TZVPD

Summary:
2S+1: 1
Molar mass: 92.1 g mol⁻¹
Orbital gap: 11.1 eV
Lowest unoccupied orbital energy: 0.87 eV
Highest occupied orbital energy: -0.376 hartree

Geometry (Å):
C (2.58, -0.06, 1.34)
C (1.32, -0.57, 0.67)
O (0.79, -1.77, 1.23)
H (3.39, -0.78, 1.27)
H (2.86, 0.90, 0.93)
H (2.43, 0.04, 2.43)
H (1.53, -0.89, -0.35)
H (0.55, 0.21, 0.65)
H (0.65, -1.67, 2.18)
C (-1.11, 1.84, -0.67)
C (-1.61, 0.78, -1.67)
O (-2.12, -0.39, -1.03)
H (-1.32, 1.47, 0.34)
H (-0.05, 2.10, -0.83)
H (-1.57, 2.80, -0.88)
H (-0.81, 0.50, -2.39)
H (-2.44, 1.18, -2.25)
H (-1.39, -0.82, -0.54)

Taken from the natural (NBO) analysis, the atomic charges in e are:
1 C -0.64
2 C -0.07
3 O -0.73
4 H 0.22
5 H 0.22
6 H 0.20
7 H 0.18
8 H 0.16
9 H 0.46
10 C -0.66
11 C -0.06
12 O -0.72
13 H 0.22
14 H 0.20
15 H 0.22
16 H 0.16
17 H 0.18
18 H 0.47

Winner for stability: 3

1.
C4H9NOS | ωB97M-V/def2-TZVPD

Summary:
2S+1: 1
Molar mass: 119.2 g mol⁻¹
Orbital gap: 9.8 eV
Lowest unoccupied orbital energy: 0.69 eV
Highest occupied orbital energy: -0.336 hartree

Geometry (Å):
C (-1.47, -0.23, 0.81)
C (-0.02, 0.00, 0.37)
C (0.58, -1.04, -0.58)
S (0.21, -2.74, -0.19)
N (0.28, 1.40, -0.04)
C (1.46, 1.84, -0.47)
O (2.43, 1.20, -0.82)
H (-2.00, 0.67, 1.34)
H (-2.10, -0.36, -0.08)
H (-1.59, -1.12, 1.39)
H (0.62, -0.12, 1.32)
H (1.68, -1.02, -0.60)
H (0.24, -0.75, -1.59)
H (-1.14, -2.64, -0.25)
H (-0.55, 1.96, 0.02)
H (1.38, 2.93, -0.63)

Taken from the natural (NBO) analysis, the atomic charges in e are:
1 C -0.63
2 C -0.06
3 C -0.55
4 S -0.01
5 N -0.61
6 C 0.53
7 O -0.61
8 H 0.22
9 H 0.20
10 H 0.24
11 H 0.19
12 H 0.27
13 H 0.21
14 H 0.11
15 H 0.40
16 H 0.10

2.
C4H9NOS | ωB97M-V/def2-TZVPD

Summary:
2S+1: 1
Molar mass: 119.2 g mol⁻¹
Orbital gap: 9.2 eV
Lowest unoccupied orbital energy: 0.69 eV
Highest occupied orbital energy: -0.314 hartree

Geometry (Å):
C (2.32, -0.74, -0.04)
C (1.03, -0.29, 0.70)
C (0.72, 1.20, 0.50)
S (-1.04, 1.72, 0.17)
N (-0.02, -1.24, 0.51)
C (-0.71, -1.61, -0.64)
O (-1.38, -0.90, -1.34)
H (1.95, -1.16, -0.98)
H (2.93, 0.10, -0.37)
H (2.98, -1.38, 0.54)
H (1.37, -0.33, 1.74)
H (1.15, 1.51, -0.45)
H (1.10, 1.91, 1.23)
H (-0.66, 2.45, -0.89)
H (-0.07, -1.98, 1.18)
H (-0.94, -2.69, -0.65)

Taken from the natural (NBO) analysis, the atomic charges in e are:
1 C -0.61
2 C -0.07
3 C -0.50
4 S -0.04
5 N -0.65
6 C 0.53
7 O -0.54
8 H 0.21
9 H 0.21
10 H 0.22
11 H 0.21
12 H 0.21
13 H 0.23
14 H 0.12
15 H 0.39
16 H 0.10

3.
C4H9NOS | ωB97M-V/def2-TZVPD

Summary:
2S+1: 1
Molar mass: 119.2 g mol⁻¹
Orbital gap: 9.7 eV
Lowest unoccupied orbital energy: 0.79 eV
Highest occupied orbital energy: -0.328 hartree

Geometry (Å):
O (-1.97, -2.23, 1.27)
C (-1.93, -1.26, 0.53)
N (-0.92, -1.06, -0.43)
C (-0.51, 0.05, -1.21)
C (0.37, 1.05, -0.20)
C (1.64, 0.41, 0.11)
S (1.89, -0.02, 1.85)
H (-2.66, -0.53, 0.34)
H (-0.10, -1.78, -0.30)
H (-1.43, 0.73, -1.65)
H (0.24, -0.17, -2.03)
H (-0.50, 1.42, 0.57)
H (0.46, 1.97, -0.85)
H (2.34, 1.18, -0.10)
H (2.10, -0.45, -0.52)
H (0.97, 0.68, 2.60)

Taken from the natural (NBO) analysis, the atomic charges in e are:
1 O -0.58
2 C 0.54
3 N -0.66
4 C -0.20
5 C -0.43
6 C -0.57
7 S -0.05
8 H 0.11
9 H 0.40
10 H 0.20
11 H 0.21
12 H 0.23
13 H 0.21
14 H 0.22
15 H 0.23
16 H 0.14

4.
C4H9NOS | ωB97M-V/def2-TZVPD

Summary:
2S+1: 1
Molar mass: 119.2 g mol⁻¹
Orbital gap (spin up / spin down): 7.6 / 7.4 eV
Lowest unoccupied orbital energy (spin up / spin down): -1.06 / -0.83 eV
Highest occupied orbital energy (spin up / spin down): -0.317 / -0.301 hartree

Geometry (Å):
C (2.19, 1.80, -0.25)
N (2.51, 0.39, 0.03)
S (1.47, -0.75, -0.20)
O (2.10, -2.06, -0.07)
C (-0.24, -1.00, 0.57)
C (-0.88, -2.24, 0.03)
C (-1.05, 0.23, 0.59)
H (2.89, 1.96, -0.99)
H (1.19, 1.96, -0.55)
H (2.49, 2.46, 0.59)
H (-0.05, -2.98, 0.11)
H (-1.10, -2.17, -1.17)
H (-1.72, -2.73, 0.47)
H (-1.17, 0.53, -0.41)
H (-0.69, 1.01, 1.20)
H (-1.92, -0.16, 1.12)

Taken from the natural (NBO) analysis, the atomic charges in e are:
1 C -0.43
2 N -0.75
3 S 1.61
4 O -0.92
5 C -0.08
6 C -0.73
7 C -0.71
8 H 0.21
9 H 0.18
10 H 0.21
11 H 0.26
12 H 0.22
13 H 0.25
14 H 0.23
15 H 0.22
16 H 0.23

Winner for stability: 1

1.
C4H9NOS | ωB97M-V/def2-TZVPD

Summary:
2S+1: 1
Molar mass: 119.2 g mol⁻¹
Orbital gap: 9.4 eV
Lowest unoccupied orbital energy: 0.88 eV
Highest occupied orbital energy: -0.312 hartree

Geometry (Å):
C (-2.51, -0.05, -0.58)
C (-1.74, 0.26, 0.44)
S (0.11, -0.19, 0.43)
C (0.56, -1.86, -0.28)
O (0.45, -0.26, 1.85)
N (0.76, 0.81, -0.52)
C (1.81, 1.69, 0.07)
H (-3.56, 0.25, -0.60)
H (-2.03, -0.46, -1.48)
H (-2.08, 0.54, 1.42)
H (1.52, -1.56, -0.69)
H (0.60, -2.59, 0.42)
H (-0.06, -2.19, -1.13)
H (1.48, 2.03, 1.08)
H (2.01, 2.52, -0.57)
H (2.69, 1.06, 0.13)

Taken from the natural (NBO) analysis, the atomic charges in e are:
1 C -0.37
2 C -0.38
3 S 1.95
4 C -0.80
5 O -0.96
6 N -0.98
7 C -0.41
8 H 0.22
9 H 0.21
10 H 0.23
11 H 0.25
12 H 0.23
13 H 0.23
14 H 0.20
15 H 0.20
16 H 0.18

2.
C4H9NOS | ωB97M-V/def2-TZVPD

Summary:
2S+1: 1
Molar mass: 119.2 g mol⁻¹
Orbital gap: 9.0 eV
Lowest unoccupied orbital energy: 0.32 eV
Highest occupied orbital energy: -0.317 hartree

Geometry (Å):
C (1.28, -1.02, -1.03)
C (1.75, -1.50, 0.32)
C (1.52, -0.09, -0.12)
C (1.38, 1.23, 0.44)
N (-2.85, 1.02, -0.02)
O (-1.55, -0.87, 1.05)
S (-2.37, -0.64, -0.09)
H (0.96, -1.55, -1.91)
H (-1.51, -0.13, -1.11)
H (0.85, -2.00, 0.95)
H (2.70, -1.83, 0.64)
H (0.47, 1.23, 1.10)
H (1.27, 1.98, -0.22)
H (2.30, 1.51, 0.97)
H (-2.36, 1.57, -0.71)
H (-3.83, 1.08, -0.25)

Taken from the natural (NBO) analysis, the atomic charges in e are:
1 C -0.23
2 C -0.44
3 C 0.07
4 C -0.66
5 N -1.03
6 O -0.95
7 S 1.26
8 H 0.23
9 H -0.03
10 H 0.16
11 H 0.18
12 H 0.25
13 H 0.21
14 H 0.23
15 H 0.37
16 H 0.37

Winner for stability: 1